{
  "formula": "C28H35N5P2Re",
  "method": "wB97M-V/def2-TZVPD",
  "symbols": ["Re", "C", "C", "C", "C", "C", "C", "C", "C", "C", "H", "H", "H", "H", "H", "H", "H", "H", "H", "H", "H", "H", "H", "H", "H", "P", "P", "N", "N", "N", "N", "C", "C", "C", "C", "C", "C", "C", "C", "C", "C", "C", "C", "C", "C", "C", "C", "C", "C", "H", "H", "H", "H", "H", "H", "H", "H", "H", "H", "H", "H", "H", "H", "H", "H", "H", "H", "H", "H", "N", "C"],
  "positions_angstrom": [[1.17650, 2.82366, 2.46683], [3.08632, 2.06883, 2.86062], [2.80308, 2.03330, 1.44387], [2.48625, 0.68630, 0.81306], [1.07958, 0.15577, 1.09319], [0.24637, 0.99440, 2.04813], [0.63975, 1.04564, 3.44271], [1.77810, 0.15245, 3.91346], [3.15462, 0.75676, 3.63233], [1.26802, 3.47648, 4.40919], [3.71872, 2.84918, 3.26603], [3.28936, 2.72404, 0.74225], [3.24598, -0.04490, 1.11010], [2.59528, 0.84102, -0.26818], [0.55389, 0.11527, 0.11713], [1.11391, -0.88008, 1.47767], [-0.83064, 1.04263, 1.84536], [-0.17141, 1.11839, 4.17271], [1.72884, -0.84537, 3.44285], [1.69660, 0.04396, 5.00408], [3.70270, 0.95336, 4.56399], [3.76878, 0.04529, 3.07151], [2.23409, 3.40289, 4.92652], [0.45408, 3.04676, 5.01345], [1.01886, 4.53966, 4.35271], [-2.17313, -0.22442, 0.19103], [0.87222, 0.20339, -2.21059], [-2.74940, -1.62005, 1.11735], [-3.73721, 0.01024, -0.60327], [1.57369, -1.55753, -2.24794], [1.36636, 0.65229, -3.82694], [-1.38760, -1.19219, -1.18249], [-0.90642, -0.32487, -2.38955], [-2.71105, -1.60786, 2.52162], [-3.17369, -2.83420, 2.98342], [-3.51899, -3.62673, 1.83775], [-3.22932, -2.86655, 0.71304], [-4.40787, 1.23696, -0.52718], [-5.59939, 1.13594, -1.23745], [-5.69333, -0.20894, -1.74132], [-4.51938, -0.86135, -1.37339], [2.29238, -1.90400, -1.10259], [2.79513, -3.18147, -1.22535], [2.31245, -3.70003, -2.45578], [1.54270, -2.69969, -3.05444], [1.78202, -0.19054, -4.86773], [1.56337, 0.43814, -6.08228], [1.15119, 1.78283, -5.79436], [1.07266, 1.90691, -4.41372], [-2.06453, -2.00539, -1.51142], [-0.51331, -1.66930, -0.69916], [-1.02059, -0.90644, -3.32579], [-1.50441, 0.60608, -2.50471], [-2.36125, -0.72188, 3.03324], [-3.24828, -3.13419, 4.01577], [-3.95332, -4.61648, 1.82801], [-3.27976, -3.14008, -0.32711], [-3.94994, 2.04340, 0.02811], [-6.31206, 1.92997, -1.40397], [-6.51268, -0.65111, -2.29428], [-4.17479, -1.85180, -1.63091], [2.34440, -1.23571, -0.26873], [3.42178, -3.65502, -0.49118], [2.49548, -4.69100, -2.83941], [1.00611, -2.72555, -3.99651], [2.22492, -1.14874, -4.65158], [1.67955, -0.02025, -7.05644], [0.93838, 2.55101, -6.53109], [0.88267, 2.76343, -3.77771], [1.98497, 5.67211, 0.95267], [1.56162, 4.69495, 1.46283]],
  "e_above_lowest_ev": 0.0000,
  "charge": 2,
  "multiplicity": 4
}


{
  "formula": "C21H16IrN4O8S3",
  "method": "wB97M-V/def2-TZVPD",
  "symbols": ["Ir", "S", "C", "S", "C", "C", "N", "C", "N", "C", "C", "C", "C", "C", "C", "C", "S", "O", "O", "N", "C", "C", "C", "O", "O", "H", "H", "H", "H", "H", "H", "H", "H", "H", "H", "H", "H", "O", "C", "O", "C", "C", "C", "C", "C", "C", "N", "O", "O", "H", "H", "H", "H"],
  "positions_angstrom": [[-0.80502, -1.31724, 0.17971], [-1.44556, 0.40809, -1.14676], [-2.35425, 1.04877, 0.17740], [-2.00286, 0.04288, 1.54750], [-3.18064, 2.13136, 0.15309], [-3.34636, 2.87795, -1.04973], [-3.46521, 3.48036, -2.02370], [-3.91981, 2.51220, 1.31159], [-4.52363, 2.82226, 2.24082], [3.13098, 1.54075, 7.04725], [2.46694, 2.08686, 5.81298], [1.25934, 1.55913, 5.36168], [0.66370, 2.03101, 4.20563], [1.28366, 3.04439, 3.48678], [2.48170, 3.58910, 3.91900], [3.06324, 3.10966, 5.08316], [0.54633, 3.58248, 1.96903], [1.33293, 4.67728, 1.47631], [-0.86251, 3.70629, 2.19044], [0.75508, 2.33906, 0.93987], [2.12221, 2.03947, 0.50476], [2.17771, 0.65461, -0.12376], [2.05687, -0.40165, 0.96372], [3.01228, -0.68142, 1.65521], [0.86119, -0.89385, 1.18975], [2.41571, 1.01909, 7.68227], [3.59353, 2.33658, 7.63192], [3.91509, 0.83029, 6.77695], [0.78128, 0.76467, 5.92192], [-0.27774, 1.62125, 3.85954], [2.94121, 4.38045, 3.34264], [3.99981, 3.53366, 5.42673], [0.19783, 1.53286, 1.21778], [2.82410, 2.06448, 1.34705], [2.42684, 2.80221, -0.20989], [3.15737, 0.53169, -0.58446], [1.40113, 0.55059, -0.88208], [-3.42795, -3.46298, -2.10348], [-2.51125, -2.81149, -1.64478], [-2.49509, -2.24175, -0.48511], [-1.28668, -2.55906, -2.50653], [-1.49482, -2.28490, -3.85569], [-0.44309, -1.93281, -4.68242], [0.85142, -1.88209, -4.18235], [1.04964, -2.18872, -2.85299], [0.00325, -2.51362, -1.99802], [2.43111, -2.21443, -2.33749], [3.32426, -1.90918, -3.10263], [2.59375, -2.59853, -1.19916], [-2.50970, -2.33981, -4.22569], [-0.62548, -1.69746, -5.72221], [1.69907, -1.62980, -4.80094], [0.30394, -2.85146, -0.98914]],
  "e_above_lowest_ev": 0.9717,
  "charge": -1
}


{
  "formula": "C4H6N2",
  "method": "wB97M-V/def2-TZVPD",
  "symbols": ["N", "C", "C", "C", "C", "N", "H", "H", "H", "H", "H", "H"],
  "positions_angstrom": [[-0.75956, -1.78244, 0.29281], [-0.14135, -0.62719, -0.30729], [1.33785, -0.36817, -0.17443], [1.38697, 1.00998, 0.05684], [0.10005, 1.55572, 0.22663], [-0.82700, 0.62985, 0.08284], [-1.08421, -2.42714, -0.41677], [-0.06885, -2.27576, 0.84620], [-0.22620, -0.65321, -1.40727], [2.28442, 1.61532, 0.14004], [-0.18241, 2.58441, 0.43979], [-1.81972, 0.73862, 0.22060]],
  "e_above_lowest_ev": 3.1600,
  "charge": 0
}


{
  "formula": "C5H10ClN",
  "method": "wB97M-V/def2-TZVPD",
  "symbols": ["C", "C", "C", "C", "C", "N", "Cl", "H", "H", "H", "H", "H", "H", "H", "H", "H", "H"],
  "positions_angstrom": [[-1.25670, -0.55521, 1.34995], [-1.30654, -1.93643, 1.55548], [2.01802, 0.06680, -0.77490], [0.15419, 1.64513, -1.13467], [0.52069, 0.31030, -1.01955], [-1.66283, 0.51873, 1.73754], [-0.09009, -0.97636, -2.08895], [-1.39063, -2.13536, 2.54368], [-0.53662, -2.36885, 0.98466], [-2.26848, -2.16285, 1.10693], [2.10958, -0.81495, -0.17376], [2.55191, -0.02266, -1.66846], [2.45895, 0.84052, -0.14770], [-0.88507, 1.80501, -1.36365], [0.66956, 2.33006, -1.91885], [0.25117, 2.14470, -0.13514], [-1.33712, 1.31144, 1.14738]],
  "e_above_lowest_ev": 4.4675,
  "charge": 0
}


{
  "formula": "C40H80Cl2NiO22",
  "method": "wB97M-V/def2-TZVPD",
  "symbols": ["Ni", "Cl", "Cl", "C", "C", "O", "C", "O", "O", "C", "H", "H", "H", "H", "H", "H", "H", "H", "C", "C", "O", "C", "O", "O", "C", "H", "H", "H", "H", "H", "H", "H", "H", "C", "C", "O", "C", "O", "O", "C", "H", "H", "H", "H", "H", "H", "H", "H", "C", "C", "O", "C", "O", "O", "C", "H", "H", "H", "H", "H", "H", "H", "H", "C", "C", "O", "C", "O", "O", "C", "H", "H", "H", "H", "H", "H", "H", "H", "C", "C", "O", "C", "O", "O", "C", "H", "H", "H", "H", "H", "H", "H", "H", "C", "C", "C", "O", "C", "H", "H", "H", "H", "H", "H", "H", "H", "C", "C", "C", "O", "C", "H", "H", "H", "H", "H", "H", "H", "H", "C", "C", "C", "O", "C", "H", "H", "H", "H", "H", "H", "H", "H", "C", "C", "C", "O", "C", "H", "H", "H", "H", "H", "H", "H", "H"],
  "positions_angstrom": [[12.07788, 8.64871, -14.92695], [14.31531, 9.43712, -14.40015], [10.38121, 9.78121, -13.59036], [14.04512, 13.27978, -16.02621], [12.75164, 12.61003, -16.42580], [12.98371, 11.71839, -17.48329], [12.47060, 10.48982, -17.63005], [11.83951, 9.85728, -16.73883], [12.79895, 9.94633, -18.80986], [13.68154, 10.51434, -19.82988], [13.85639, 14.21750, -15.50356], [14.83837, 13.38493, -16.76634], [14.45804, 12.71970, -15.18721], [12.11803, 13.39138, -16.84550], [12.30615, 12.15990, -15.53866], [14.57501, 10.93735, -19.37066], [13.08548, 11.25397, -20.36444], [14.06517, 9.65168, -20.37464], [14.43127, 9.15082, -6.41765], [13.04585, 8.70396, -6.98536], [12.52340, 9.74517, -7.73626], [11.34333, 9.47240, -8.41611], [10.71828, 8.42869, -8.40369], [11.01288, 10.56495, -9.11222], [9.83792, 10.63098, -9.90469], [15.09916, 9.47326, -7.21643], [14.99517, 8.32858, -5.97716], [14.35467, 9.99352, -5.73057], [12.33394, 8.38758, -6.22299], [13.27741, 7.87596, -7.65535], [9.48049, 9.62308, -10.11557], [10.04252, 11.10069, -10.86678], [9.04219, 11.19110, -9.41358], [14.51543, 8.55171, -10.39963], [13.31385, 7.96567, -11.02891], [13.62918, 6.70957, -11.59447], [13.13146, 6.42392, -12.86750], [12.35690, 7.12799, -13.53335], [13.65473, 5.26380, -13.33042], [14.54855, 4.40287, -12.57828], [15.34673, 8.73293, -11.08095], [14.90155, 7.97095, -9.56194], [14.29034, 9.51798, -9.94823], [12.95839, 8.64100, -11.80716], [12.52097, 7.86778, -10.28739], [15.43730, 4.94930, -12.26264], [14.74629, 3.59222, -13.27960], [14.08775, 3.96842, -11.69114], [10.15846, 10.69973, -21.98980], [9.89569, 12.17435, -21.48338], [9.97211, 12.18607, -20.06065], [8.91591, 11.77697, -19.33123], [7.83269, 11.33401, -19.79087], [9.18540, 11.98666, -18.09181], [8.25917, 11.63319, -17.01734], [9.39492, 9.97561, -21.70561], [11.09859, 10.29314, -21.61707], [10.18449, 10.69046, -23.07945], [8.97223, 12.64639, -21.81879], [10.65061, 12.84198, -21.89867], [7.62937, 10.74991, -17.12355], [7.56964, 12.44667, -16.79172], [8.79885, 11.26058, -16.14671], [8.29533, 7.19643, -11.17684], [7.50846, 7.35464, -12.48047], [6.09296, 6.98824, -12.26713], [5.16692, 6.80173, -13.26192], [5.52590, 6.67654, -14.45819], [3.96338, 6.47269, -12.77050], [2.89383, 6.02940, -13.56747], [7.88232, 7.96054, -10.51831], [9.35349, 7.41862, -11.31474], [8.12397, 6.20138, -10.76623], [7.96068, 6.67054, -13.19853], [7.60751, 8.38208, -12.83071], [3.24094, 5.20165, -14.18589], [2.43436, 6.82028, -14.16033], [2.11666, 5.60647, -12.93090], [11.68839, 6.78346, -20.32430], [11.82071, 6.72920, -18.80027], [13.18575, 6.48029, -18.46200], [13.60315, 6.67673, -17.19929], [12.90553, 7.21256, -16.28492], [14.76296, 6.05430, -17.02273], [15.37284, 5.96415, -15.74042], [11.80672, 5.76687, -20.69932], [12.51468, 7.26541, -20.84685], [10.71835, 7.19899, -20.59719], [11.25624, 5.89215, -18.38939], [11.55026, 7.69265, -18.36815], [14.82121, 6.42949, -14.92356], [16.34935, 6.41562, -15.91567], [15.55395, 4.92839, -15.45320], [8.75419, 5.69842, -16.13417], [8.31385, 6.92103, -16.99917], [9.11582, 8.07264, -16.38883], [10.28448, 7.46881, -15.98071], [10.03606, 6.21133, -15.38786], [8.91420, 4.80781, -16.74187], [7.98048, 5.44626, -15.40898], [7.24836, 7.06271, -16.81813], [8.41858, 6.78429, -18.07548], [8.52368, 8.65250, -15.68085], [9.37620, 8.89808, -17.05138], [9.89806, 6.27439, -14.30847], [10.93900, 5.62934, -15.57251], [14.38987, 14.60792, -11.67869], [14.19418, 13.06715, -11.44832], [12.96727, 12.73243, -12.29947], [12.67311, 14.00046, -12.97781], [13.13227, 15.09082, -12.17243], [15.11795, 14.80443, -12.46570], [14.87452, 15.03591, -10.80117], [13.97898, 12.68282, -10.45128], [15.09899, 12.58192, -11.81434], [12.10074, 12.41917, -11.71716], [12.97720, 11.87861, -12.97695], [12.47369, 15.24662, -11.31798], [13.14859, 15.97043, -12.81595], [5.58923, 10.62011, -14.38616], [4.32092, 11.42743, -14.59068], [4.59506, 12.62726, -13.76647], [5.18280, 12.02957, -12.62626], [5.89659, 10.85828, -12.92270], [6.43639, 10.88015, -15.02083], [5.38519, 9.55442, -14.49000], [3.33080, 11.05330, -14.33033], [4.21945, 11.51883, -15.67209], [3.68080, 13.18856, -13.57367], [5.37303, 13.24090, -14.22069], [5.47092, 10.04213, -12.33891], [6.97907, 10.82221, -12.80013], [8.40307, 15.80350, -13.48746], [9.67827, 15.06626, -13.27533], [9.38275, 14.14814, -12.09261], [7.95085, 14.02326, -12.08369], [7.32851, 14.78027, -13.09967], [8.33362, 16.15040, -14.51845], [8.31188, 16.62155, -12.77291], [10.60717, 15.60662, -13.09301], [9.96722, 14.48506, -14.15101], [9.75072, 14.68881, -11.22061], [9.87983, 13.23374, -12.41648], [6.39967, 15.33737, -12.97719], [7.18088, 14.14365, -13.97204]],
  "charge": 0,
  "multiplicity": 3,
  "e_tot_ha": -5656.04579
}


{
  "formula": "C3H9O4",
  "method": "wB97M-V/def2-TZVPD",
  "symbols": ["O", "C", "O", "C", "C", "H", "H", "H", "H", "H", "H", "H", "O", "H", "H", "O"],
  "positions_angstrom": [[0.37530, -0.92621, 0.88787], [0.17412, -0.02697, 0.06749], [0.61460, 0.02207, -1.10233], [-0.64640, 1.17329, 0.76175], [-1.47006, 1.99744, -0.18004], [-1.36177, 0.73651, 1.48876], [-0.19325, 2.02296, 1.47840], [-1.15929, 1.58738, -1.28465], [-2.51268, 1.58718, -0.29582], [-1.31888, 3.09929, -0.24327], [0.79332, -1.76287, 2.77245], [1.19553, -2.55456, 1.43259], [1.48638, -2.44822, 2.34415], [1.53752, -1.36015, -1.96260], [0.85660, -1.41412, -3.26942], [1.62896, -1.73303, -2.89533]],
  "e_above_lowest_ev": 1.8294,
  "charge": 0,
  "multiplicity": 2
}